[1]
The following is a quantum chemistry calculation of C24H23FeN3S4Se as an isolated structure, from OMol25.

Computed properties:
ΔE to the lowest compared entry with this formula, charge and spin: 15.6 kcal per mole
E: -172800.451 eV
max |F|: 1.56 eV Å⁻¹
charge: +1
spin multiplicity: 2
LUMO level (alpha / beta): -4.84 / -5.00 eV
E_HOMO (alpha / beta): -9.862 / -9.880 eV
Kohn-Sham gap (alpha / beta): 5.03 / 4.88 eV
expectation value of S²: 0.921

Each line ends with the Löwdin spin population.
Element x y z (Å)
1 Fe -0.404 -0.055 0.062  -0.110
2 S -0.267 1.909 1.051  -0.101
3 C 0.928 1.794 2.207  0.024
4 C 1.134 2.826 3.169  -0.019
5 C 2.122 2.697 4.089  0.032
6 C 2.965 1.544 4.102  -0.019
7 C 2.803 0.542 3.201  0.019
8 C 1.770 0.632 2.225  0.011
9 S 1.516 -0.585 1.104  0.165
10 C 1.678 -2.425 -1.177  0.481
11 C 0.365 -2.807 -0.909  0.032
12 C 0.039 -4.181 -0.857  0.131
13 C -1.268 -4.576 -0.716  -0.001
14 C -2.255 -3.603 -0.701  0.141
15 C -1.887 -2.260 -0.744  0.006
16 C -2.978 -1.255 -0.976  0.000
17 S -2.617 0.480 -0.531  0.003
18 C -3.457 0.612 1.020  -0.001
19 C -4.652 1.320 1.080  0.000
20 C -5.349 1.377 2.274  0.000
21 C -4.840 0.727 3.393  0.000
22 C -3.637 0.044 3.333  0.001
23 C -2.915 -0.017 2.140  0.000
24 S -1.397 -0.880 2.054  0.010
25 N -0.614 -1.851 -0.756  0.111
26 H 0.489 3.695 3.154  -0.001
27 H 2.275 3.476 4.824  0.002
28 H 3.746 1.466 4.847  -0.002
29 H 3.441 -0.331 3.217  0.001
30 H 2.458 -3.171 -1.240  0.023
31 H 1.946 -1.389 -1.300  0.023
32 H 0.840 -4.901 -0.957  0.004
33 H -1.531 -5.624 -0.666  -0.003
34 H -3.300 -3.874 -0.666  0.007
35 H -3.177 -1.236 -2.050  -0.001
36 H -3.895 -1.546 -0.468  -0.001
37 H -5.034 1.803 0.189  0.000
38 H -6.286 1.914 2.328  0.000
39 H -5.384 0.761 4.328  0.000
40 H -3.237 -0.450 4.210  0.000
41 C 1.744 -0.840 -4.449  0.007
42 N 2.405 0.211 -3.684  0.001
43 C 3.716 0.607 -3.845  0.000
44 C 3.914 1.666 -3.032  0.000
45 N 2.722 1.905 -2.385  0.000
46 C 2.453 3.005 -1.469  -0.001
47 C 1.803 1.006 -2.780  0.002
48 Se 0.029 0.920 -2.197  0.015
49 H 2.449 -1.225 -5.181  0.000
50 H 0.874 -0.429 -4.956  0.000
51 H 1.421 -1.643 -3.793  0.007
52 H 4.389 0.112 -4.522  0.000
53 H 4.792 2.264 -2.868  0.000
54 H 3.360 3.592 -1.355  0.000
55 H 2.137 2.618 -0.502  -0.001
56 H 1.657 3.629 -1.870  0.000

[2]
The following is a quantum chemistry calculation of C55H78GeN8O2P3STi as an isolated structure, from OMol25.

Computed properties:
ΔE to the lowest compared entry with this formula, charge and spin: 2.0 kcal per mole
E: -192650.768 eV
max |F|: 2.84 eV Å⁻¹
spin multiplicity: 4
LUMO level (alpha / beta): 0.40 / -1.65 eV
E_HOMO (alpha / beta): -4.898 / -6.633 eV
Kohn-Sham gap (alpha / beta): 5.30 / 4.98 eV
expectation value of S²: 3.808

Each line ends with the Löwdin spin population.
Element x y z (Å)
1 Ti -0.197 -1.608 0.201  1.215
2 C -1.501 -2.156 -3.531  0.004
3 C -2.126 -0.892 -2.943  0.007
4 C -3.346 -0.487 -3.763  0.001
5 P -2.338 -1.102 -1.096  0.043
6 C -2.980 0.594 -0.686  0.004
7 N -2.036 1.656 -0.920  0.024
8 Ge -0.069 1.488 -0.549  0.142
9 N 0.293 2.926 0.950  0.055
10 C 0.597 2.572 2.308  0.001
11 P 1.374 0.893 2.577  0.021
12 C 3.235 1.330 2.669  0.001
13 C 3.557 2.484 1.720  0.000
14 C 3.884 1.602 4.024  0.000
15 C 0.996 0.744 4.435  0.006
16 C -0.422 1.095 4.877  0.001
17 C 1.289 -0.701 4.832  0.001
18 C 0.336 4.222 0.572  0.005
19 C 0.638 5.301 1.431  0.002
20 C 0.538 6.612 1.024  0.000
21 C 0.066 6.913 -0.239  0.000
22 C -0.205 5.875 -1.115  0.000
23 C 0.001 4.552 -0.763  0.001
24 N -0.147 3.473 -1.718  0.003
25 C -1.483 3.528 -2.273  0.005
26 C -1.834 4.403 -3.284  0.000
27 C -3.164 4.611 -3.616  -0.001
28 C -4.146 3.960 -2.890  0.000
29 C -3.800 3.000 -1.962  0.000
30 C -2.453 2.694 -1.693  0.003
31 C 0.801 3.473 -2.794  0.054
32 C 1.454 4.603 -3.245  -0.007
33 C 2.204 4.594 -4.412  0.069
34 C 2.295 3.425 -5.150  -0.004
35 C 1.750 2.262 -4.659  0.063
36 C 1.034 2.230 -3.441  0.017
37 N 0.580 1.097 -2.873  0.361
38 C 1.311 -0.089 -3.170  0.035
39 P 1.768 -1.126 -1.673  0.068
40 C 3.123 -0.108 -0.839  0.009
41 C 3.703 1.050 -1.647  -0.001
42 C 4.236 -0.972 -0.244  0.002
43 C 2.786 -2.433 -2.612  0.003
44 C 1.886 -3.406 -3.373  0.001
45 C 3.878 -1.953 -3.569  0.002
46 C -3.933 -2.095 -0.925  0.008
47 C -4.632 -1.845 0.408  0.000
48 C -3.589 -3.578 -1.046  0.001
49 H -1.027 -1.941 -4.487  0.000
50 H -2.261 -2.913 -3.709  0.000
51 H -0.764 -2.561 -2.837  0.003
52 H -1.393 -0.072 -2.992  0.001
53 H -4.102 -1.272 -3.766  0.000
54 H -3.034 -0.327 -4.794  0.000
55 H -3.791 0.439 -3.408  0.000
56 H -3.305 0.582 0.358  0.001
57 H -3.872 0.717 -1.314  0.000
58 H -0.336 2.535 2.878  0.000
59 H 1.272 3.296 2.773  0.001
60 H 3.702 0.420 2.273  0.001
61 H 3.409 3.445 2.212  0.000
62 H 2.926 2.462 0.833  0.000
63 H 4.599 2.439 1.405  0.000
64 H 3.477 2.495 4.497  0.000
65 H 4.951 1.770 3.870  0.000
66 H 3.781 0.761 4.706  0.000
67 H 1.681 1.412 4.964  0.001
68 H -1.160 0.566 4.280  0.001
69 H -0.622 2.162 4.830  0.000
70 H -0.553 0.791 5.916  0.000
71 H 0.547 -1.351 4.369  0.000
72 H 1.238 -0.827 5.915  0.000
73 H 2.274 -1.010 4.486  0.000
74 H 0.936 5.118 2.451  0.000
75 H 0.800 7.407 1.710  0.000
76 H -0.093 7.935 -0.544  0.000
77 H -0.603 6.121 -2.086  0.000
78 H -1.067 4.932 -3.832  0.000
79 H -3.425 5.299 -4.404  0.000
80 H -5.189 4.190 -3.056  0.000
81 H -4.590 2.517 -1.409  0.000
82 H 1.381 5.521 -2.689  -0.002
83 H 2.672 5.505 -4.752  0.004
84 H 2.808 3.421 -6.101  -0.001
85 H 1.815 1.360 -5.251  0.002
86 H 2.258 0.126 -3.682  0.001
87 H 0.718 -0.766 -3.797  0.012
88 H 2.585 0.329 0.018  0.005
89 H 4.199 0.726 -2.559  0.000
90 H 4.444 1.569 -1.042  0.000
91 H 2.931 1.768 -1.912  -0.001
92 H 4.875 -1.420 -0.998  0.000
93 H 3.816 -1.757 0.381  0.000
94 H 4.865 -0.351 0.392  0.000
95 H 3.282 -2.990 -1.806  0.001
96 H 1.538 -2.962 -4.304  0.000
97 H 1.026 -3.692 -2.777  0.000
98 H 2.442 -4.307 -3.631  0.000
99 H 3.459 -1.472 -4.448  0.000
100 H 4.440 -2.823 -3.910  0.000
101 H 4.583 -1.273 -3.101  0.000
102 H -4.607 -1.804 -1.740  0.000
103 H -3.941 -2.007 1.233  0.000
104 H -5.465 -2.538 0.516  0.000
105 H -5.031 -0.837 0.479  0.000
106 H -2.870 -3.850 -0.274  0.000
107 H -3.154 -3.818 -2.014  0.000
108 H -4.484 -4.187 -0.921  0.000
109 C 0.031 -5.617 -1.186  0.024
110 C -0.235 -4.473 -0.224  0.168
111 O 0.050 -3.255 -0.618  0.041
112 C -0.777 -4.760 1.014  0.007
113 C -1.265 -3.792 1.910  0.160
114 C -1.961 -4.216 3.173  0.027
115 N -1.243 -2.502 1.584  0.020
116 N -1.956 -1.658 2.341  -0.004
117 C -1.777 -0.387 2.022  0.091
118 O -0.796 -0.070 1.194  0.062
119 C -2.718 0.565 2.579  0.002
120 C -3.741 0.115 3.433  0.020
121 C -4.719 0.979 3.870  -0.001
122 C -4.710 2.314 3.482  0.026
123 C -3.701 2.771 2.647  -0.002
124 C -2.718 1.916 2.201  0.019
125 H -0.618 -5.530 -2.060  0.008
126 H -0.173 -6.569 -0.703  0.000
127 H 1.061 -5.618 -1.539  0.006
128 H -0.914 -5.797 1.289  -0.003
129 H -1.576 -5.166 3.532  0.002
130 H -3.030 -4.320 2.984  0.010
131 H -1.835 -3.445 3.930  0.003
132 H -3.742 -0.924 3.727  0.001
133 H -5.503 0.611 4.517  -0.001
134 H -5.493 2.978 3.814  0.002
135 H -3.684 3.804 2.332  -0.001
136 H -1.966 2.277 1.519  0.001
137 C 1.876 -4.258 4.124  0.002
138 N 2.221 -4.574 2.769  0.005
139 C 2.642 -5.785 2.282  0.000
140 C 2.805 -5.668 0.946  0.003
141 N 2.501 -4.372 0.614  0.003
142 C 2.108 -3.699 1.732  0.009
143 S 1.703 -2.073 1.828  0.026
144 H 1.868 -5.172 4.715  0.000
145 H 0.890 -3.787 4.144  0.002
146 H 2.595 -3.554 4.547  0.000
147 H 2.789 -6.631 2.920  0.000
148 H 3.114 -6.391 0.221  0.001
149 H 2.400 -3.978 -0.310  0.001

[3]
The following is a quantum chemistry calculation of C6H13O8Zn as an isolated structure, from OMol25.

Computed properties:
ΔE to the lowest compared entry with this formula, charge and spin: 4.8 kcal per mole
E: -71235.556 eV
max |F|: 1.79 eV Å⁻¹
charge: -1
LUMO level: 2.09 eV
E_HOMO: -4.981 eV
Kohn-Sham gap: 7.07 eV

Each line ends with the natural charge from an NBO analysis.
Element x y z (Å)
1 Zn 6.680 12.210 -2.016  1.741
2 C 8.557 14.484 0.734  -0.718
3 C 7.869 13.751 -0.394  0.753
4 O 6.735 14.117 -0.769  -0.745
5 O 8.434 12.730 -0.901  -0.842
6 H 8.531 13.832 1.608  0.213
7 H 8.131 15.466 0.897  0.220
8 H 9.617 14.597 0.485  0.216
9 C 8.781 14.614 -4.666  -0.729
10 C 7.511 13.763 -4.766  0.800
11 O 6.832 13.857 -5.772  -0.687
12 O 7.303 12.993 -3.755  -0.949
13 H 9.198 14.596 -3.660  0.208
14 H 8.560 15.656 -4.913  0.207
15 H 9.498 14.283 -5.420  0.203
16 C 2.417 12.862 -1.815  -0.722
17 C 3.619 12.650 -2.728  0.791
18 O 4.685 12.308 -2.102  -0.939
19 O 3.475 12.812 -3.928  -0.677
20 H 2.249 12.004 -1.159  0.196
21 H 1.504 13.088 -2.359  0.201
22 H 2.655 13.701 -1.150  0.214
23 O 6.330 10.860 -0.344  -0.958
24 H 5.828 10.042 -0.379  0.488
25 H 6.840 10.852 0.469  0.493
26 O 7.303 10.447 -2.990  -0.982
27 H 7.328 10.634 -3.937  0.522
28 H 7.412 9.503 -2.868  0.483